Entry 1:
The following is a DFT calculation (wB97M-V/def2-TZVPD) of C3H5FO in the gas phase.

E   -292.373513 Eh
HOMO level   -9.97 eV
Gap between HOMO and LUMO   0.40204 hartree
LUMO energy   1.0 eV
Relative energy (zero: lowest compared OMol25 entry of this formula, charge and spin)   59.9 kJ/mol
SMILES   CC(=O)CF

Positions of all 10 atoms, in Å:
C (-0.87, -0.73, 0.14)
H (-0.06, 1.97, 0.22)
O (1.46, -0.96, -0.09)
C (0.56, -0.23, 0.05)
H (1.54, 1.61, 0.79)
F (-1.69, 0.32, -0.12)
H (1.27, 1.51, -0.97)
C (0.80, 1.30, 0.05)
H (-1.07, -1.20, -0.73)
H (-1.15, -1.11, 1.04)



Entry 2:
The following is a DFT calculation (wB97M-V/def2-TZVPD) of a 6-piece molecular cluster, C28H72N5O22P6S overall.

E   -5484.373797 Eh
Charge   +1
HOMO level   -10.46 eV
Gap between HOMO and LUMO   0.21702 hartree
LUMO energy   -4.6 eV

Positions of all 134 atoms, in Å:
H (5.74, 3.36, -0.70)
H (-1.78, 7.67, 0.65)
H (-1.57, -9.96, -2.50)
C (-5.92, 6.62, 3.65)
C (5.35, 1.17, -0.24)
H (-1.02, 12.26, 6.95)
H (-0.35, 0.44, -3.97)
C (-0.71, 3.18, -4.38)
H (2.34, -2.28, -3.72)
P (0.95, 9.37, 6.01)
H (6.25, 0.97, -1.00)
H (1.78, 6.75, 7.25)
C (0.24, 0.16, -2.97)
N (3.71, -0.10, -1.75)
H (3.82, 4.50, 0.52)
O (1.42, 7.79, 5.50)
O (2.16, -5.87, -8.65)
H (-0.99, 11.68, 5.28)
C (4.78, 2.66, -0.61)
C (-4.71, 8.94, 0.62)
O (-5.64, 7.18, 2.38)
P (-3.76, -2.69, 4.40)
H (1.29, 0.68, -3.02)
H (-4.09, -4.83, 2.71)
P (-0.26, -7.48, -1.17)
H (-1.57, 10.61, 6.60)
H (4.87, -0.49, 2.33)
C (0.32, -1.47, -2.86)
H (1.79, -8.16, -2.82)
H (3.84, 0.46, -2.62)
C (-3.89, -5.25, 3.71)
H (1.07, -2.87, 3.60)
O (-4.49, 7.56, 0.34)
H (3.10, 7.82, 6.70)
H (4.27, -6.60, -5.71)
C (1.16, -5.38, -0.40)
H (-2.42, 6.96, -0.87)
O (0.23, 3.79, -2.08)
H (4.17, 2.64, -1.63)
O (0.66, -7.42, -9.52)
H (-0.95, -6.34, -8.81)
H (5.83, 1.12, 0.83)
C (1.71, -2.80, 2.62)
H (-1.63, -10.83, -0.96)
P (-4.23, 6.53, 1.61)
H (-0.41, -1.93, -2.05)
P (3.58, -2.48, 2.92)
C (-0.89, 8.43, 4.37)
H (1.67, -3.18, -2.21)
H (-5.81, 5.53, 3.61)
O (-3.25, -1.07, 4.09)
O (-3.33, 7.21, 2.65)
H (-2.11, -0.82, 5.82)
H (1.29, -1.94, 1.92)
P (1.56, -7.16, -8.06)
H (-3.65, 0.11, 5.73)
H (-2.84, -5.50, 3.81)
H (-4.49, -6.15, 3.83)
O (-2.30, -3.10, 4.64)
O (3.67, -2.04, 4.63)
H (-1.83, 3.10, -4.71)
H (1.13, -6.99, -4.00)
O (0.77, -6.14, -1.53)
H (-1.06, -6.90, -10.49)
C (3.08, -8.51, -9.76)
O (-1.28, -8.82, -0.80)
H (1.66, -3.79, 1.96)
H (-0.10, 0.73, -0.76)
C (3.85, -7.08, -6.61)
O (2.51, -8.44, -8.45)
H (0.01, -5.55, -10.09)
H (-5.24, 7.03, 4.41)
C (-0.39, -6.50, -9.73)
H (-4.26, 9.53, -0.19)
C (-0.85, 11.38, 6.32)
H (-0.05, -10.31, -1.60)
C (-4.14, -2.98, 7.00)
H (-1.80, 8.85, 3.93)
H (-0.11, 2.37, -4.99)
H (-5.79, 9.14, 0.63)
H (-4.94, -3.72, 7.18)
H (-2.60, 3.60, -1.19)
H (0.87, -8.73, -4.23)
C (0.95, -7.94, -3.48)
N (-1.49, 1.95, -2.09)
H (-2.87, 1.94, -0.29)
S (2.12, 2.58, 0.47)
H (3.07, -2.73, 5.08)
H (1.95, -5.90, 0.14)
C (-2.06, 2.61, -0.84)
N (4.33, 0.05, -0.48)
H (-1.23, 2.93, -0.06)
C (-1.11, -10.04, -1.51)
H (-0.43, 7.76, 3.63)
H (-1.57, -0.15, -1.55)
O (0.00, 9.49, 4.67)
H (4.32, -6.64, -7.49)
H (2.77, 6.29, 5.85)
N (4.20, -1.15, 1.87)
H (-0.08, -1.89, -3.91)
H (4.34, 3.00, 1.63)
H (3.18, -7.52, -10.22)
O (0.49, 10.96, 6.52)
O (2.45, -6.89, -6.60)
H (-0.33, 4.27, -4.67)
O (0.14, 8.77, 7.16)
C (-0.73, 0.68, -1.74)
O (-0.28, -7.86, -2.78)
N (2.93, -1.84, -0.22)
H (-2.26, 0.59, 4.75)
H (-3.18, -3.49, 6.94)
O (-4.27, -4.32, 4.71)
H (2.45, -9.15, -10.39)
H (-4.27, 9.25, 1.56)
H (4.08, -8.15, -6.55)
H (0.31, -5.20, 0.25)
H (-1.18, 7.86, 5.25)
H (1.55, -4.42, -0.74)
H (-1.03, 6.22, -0.06)
C (-2.79, -0.27, 5.17)
C (1.82, -2.09, -2.67)
H (1.74, 2.33, 1.83)
C (2.80, -1.30, -1.63)
O (-2.83, 5.88, 0.83)
H (4.07, -8.96, -9.68)
C (-1.98, 6.74, 0.11)
O (-4.45, -2.24, 5.83)
C (2.32, 7.13, 6.38)
C (3.89, -0.97, 0.55)
C (-0.61, 2.98, -2.74)
C (3.85, 3.32, 0.59)
O (0.92, -8.20, -0.49)
H (-6.94, 6.86, 3.92)
H (-4.11, -2.30, 7.85)



Entry 3:
The following is a DFT calculation (wB97M-V/def2-TZVPD) of C15H10Cl2N2OS in the gas phase.

E   -2080.906038 Eh
HOMO level   -8.46 eV
Gap between HOMO and LUMO   0.29887 hartree
LUMO energy   -0.3 eV
Relative energy (zero: lowest compared OMol25 entry of this formula, charge and spin)   165.0 kJ/mol
SMILES   O=c1[nH]nc(-c2cccs2)cc1Cc1ccc(Cl)c(Cl)c1

Positions of all 31 atoms, in Å:
C (0.54, 0.27, 0.78)
H (1.85, 1.97, 1.08)
C (-1.53, -1.01, 1.25)
H (3.89, 0.81, 0.08)
C (1.22, 1.56, 0.30)
C (-5.13, -1.87, 1.92)
C (4.13, 0.95, -2.09)
H (0.37, 1.70, -2.32)
C (3.38, 1.00, -0.88)
C (-0.82, 0.17, 0.70)
N (-0.84, -2.00, 1.82)
Cl (1.36, 1.64, -4.95)
H (5.18, 0.70, -2.04)
H (-3.25, -3.04, 2.40)
S (-3.99, 0.18, 0.76)
C (-2.97, -1.12, 1.35)
C (2.01, 1.31, -0.96)
C (-5.44, -0.66, 1.34)
C (3.54, 1.20, -3.34)
H (-1.38, 0.99, 0.24)
C (2.19, 1.45, -3.42)
H (1.06, -2.66, 2.34)
H (-5.84, -2.54, 2.39)
O (2.42, -0.80, 1.74)
N (0.55, -1.98, 1.81)
H (0.46, 2.30, 0.07)
H (-6.45, -0.30, 1.19)
C (1.25, -0.86, 1.43)
C (1.44, 1.50, -2.21)
C (-3.69, -2.13, 1.99)
Cl (4.50, 1.26, -4.78)



Look up the HOMO level of the first one. -9.97 eV